Molecular formula: C8H10BrN4
Method: DFT, wB97M-V/def2-TZVPD

Values from the calculation:
**Energy**: -84453.5566 eV
**Energy above the lowest of the compared OMol25 structures with the same formula, charge and spin**: 7.31 kcal per mole
**HOMO-LUMO gap**: 8.48 eV
**Total charge**: +1
**LUMO level**: -2.752 eV

```
23
Properties=species:S:1:pos:R:3:forces:R:3:mulliken_charge:R:1
C -2.613990 -0.490183 -0.938361 -2.1 -2.6 2.7 -0.749
C -3.806582 -1.141232 -0.708274 1.8 -1.0 1.4 -0.597
C -2.282491 -1.984016 0.733719 -0.3 0.4 0.1 -0.829
C 2.696356 0.987005 1.247577 0.3 -0.6 -2.7 -0.285
C -1.683622 -0.993555 0.009587 -0.4 0.1 -0.8 0.755
C 3.045528 0.306607 0.097927 0.3 -0.2 2.6 0.024
C 2.606695 2.358565 -0.471186 -1.3 3.2 -2.0 -0.219
C -0.325812 -0.604090 0.157311 0.4 0.1 -0.8 0.168
N -3.577634 -2.068857 0.317362 1.1 1.0 -0.4 -0.006
N 2.994440 1.190140 -0.919659 0.4 -1.4 -0.1 0.075
N 2.360876 2.257714 0.817176 0.9 -0.8 1.1 0.058
N 0.156394 0.497847 -0.312061 0.7 -1.3 0.6 -0.504
Br 3.727425 -1.434368 -0.079120 -0.4 0.7 -0.1 -0.036
H -2.563889 0.188045 -1.669377 0.7 2.6 -2.5 0.456
H -4.765491 -1.039775 -1.118986 -0.9 0.0 -0.6 0.467
H -1.825853 -2.470736 1.589264 -0.5 -0.4 -0.3 0.344
H 2.738423 0.607944 2.216356 -0.3 -0.1 1.4 0.474
H 0.221744 -1.486787 0.577968 0.6 1.5 0.1 0.237
H -4.172756 -2.765844 0.672593 -1.1 -0.5 0.2 0.170
H 3.094459 0.749714 -1.810489 0.0 1.0 -1.1 0.250
H 2.101685 2.995691 1.451179 -0.1 0.3 -0.2 0.230
H 2.457664 3.326830 -1.089455 0.3 -2.1 1.2 0.349
H -0.583565 1.013351 -0.771044 -0.4 0.2 0.1 0.166
```
Forces are in eV/Å.